ORCA calculation (the ωB97M-V functional and the def2-TZVPD basis) on a molecular structure, C18H34N9Pd.

ORCA input file:
```
! wB97M-V def2-TZVPD RIJCOSX def2/J DEFGRID3
* xyz 1 3
Pd 1.067 0.472 -0.475
C -1.320 -1.723 3.246
N -0.486 -2.542 2.381
C 0.109 -3.705 3.041
C 0.179 -1.896 1.377
N 0.199 -0.627 1.198
N 0.796 -2.734 0.457
C 1.861 -2.417 -0.366
N 2.196 -3.430 -1.219
N 2.483 -1.292 -0.282
H -1.941 -2.382 3.848
H -1.972 -1.091 2.646
H -0.730 -1.094 3.923
H -0.678 -4.257 3.549
H 0.856 -3.401 3.781
H 0.586 -4.373 2.331
H -0.156 -0.056 1.958
H 0.441 -3.672 0.397
H 1.465 -4.071 -1.491
H 2.788 -3.163 -1.990
H 3.207 -1.247 -0.990
N 1.764 3.795 -1.383
N 1.631 2.468 -1.906
H 1.855 4.476 -2.130
H 2.617 3.826 -0.840
H 2.303 2.268 -2.641
H 0.713 2.381 -2.328
C -2.163 2.697 3.521
C -1.115 3.242 2.557
C 0.077 3.790 3.336
C -1.729 4.332 1.677
N -0.669 2.064 1.769
N 0.283 2.346 0.738
H -2.555 3.499 4.145
H -1.729 1.934 4.168
H -3.004 2.258 2.976
H -0.263 4.526 4.064
H 0.792 4.295 2.683
H 0.586 2.985 3.869
H -2.091 5.154 2.295
H -2.578 3.942 1.108
H -1.003 4.754 0.979
H -1.481 1.681 1.292
H 1.123 2.697 1.186
H -0.027 3.094 0.119
C -2.314 -3.000 -3.340
C -2.328 -2.249 -2.144
C -1.301 -1.395 -1.859
C -0.196 -1.245 -2.742
C 0.904 -0.386 -2.438
C 1.948 -0.320 -3.323
C 1.944 -1.056 -4.534
C 0.901 -1.878 -4.838
C -0.193 -2.002 -3.945
C -1.277 -2.874 -4.217
H -3.137 -3.668 -3.562
H -3.165 -2.347 -1.464
H -1.308 -0.807 -0.950
H 2.831 0.275 -3.101
H 2.782 -0.966 -5.216
H 0.895 -2.445 -5.761
H -1.272 -3.442 -5.141
*
```

Output
Energy above the lowest of the compared OMol25 structures with the same formula, charge and spin   3.2 kcal per mole
Kohn-Sham gap (spin up / spin down)   8.054 / 7.375 eV

=====

ORCA calculation (the ωB97M-V functional and the def2-TZVPD basis) on 2 unconnected molecules or ions with the total composition C18H35BIN4O7.

ORCA input file:
```
! wB97M-V def2-TZVPD RIJCOSX def2/J DEFGRID3
* xyz 1 1
C 1.152 -4.104 1.316
C 2.046 -2.928 1.187
C 1.784 -1.499 0.462
C 0.242 -1.129 0.044
C -0.060 -2.111 -1.281
C -1.616 -2.154 -1.750
O -2.624 -1.380 -1.355
I -2.165 -3.751 -3.210
C -0.793 -1.366 1.283
N -1.425 -0.085 1.853
C -2.022 -0.492 3.187
N -3.336 0.242 3.518
C -0.310 0.926 1.922
B -0.530 2.177 2.960
O -1.045 3.522 2.665
O -0.215 1.895 4.405
C 0.151 1.313 0.406
C -0.680 2.502 -0.345
C -2.288 2.555 -0.150
C -3.157 1.791 -1.360
O -4.249 1.090 -0.672
C -5.224 0.504 -1.602
C 1.679 1.973 0.600
C 2.555 1.699 -0.927
C 2.192 2.861 -2.166
O 3.598 2.799 -1.314
O 0.264 0.214 -0.542
H 1.156 -5.001 0.547
H 0.353 -4.165 2.189
H 3.106 -3.044 1.729
H 2.324 -0.682 1.126
H 2.402 -1.515 -0.560
H 0.548 -1.585 -2.165
H 0.401 -3.178 -1.179
H -1.726 -2.064 1.021
H -0.305 -1.890 2.240
H -2.213 0.139 1.213
H -1.262 -0.500 4.084
H -2.356 -1.632 3.057
H -3.289 0.688 4.460
H -3.448 1.022 2.834
H 0.617 0.326 2.384
H -0.213 4.092 2.503
H 0.772 1.738 4.477
H -0.479 2.357 -1.514
H -0.274 3.602 -0.119
H -2.604 3.702 -0.267
H -2.704 2.231 0.895
H -2.490 1.129 -2.054
H -3.672 2.619 -2.047
H -6.305 0.743 -1.162
H -5.153 -0.681 -1.607
H -5.056 0.964 -2.663
H 2.303 1.464 1.439
H 1.667 3.131 0.739
H 2.745 0.511 -1.283
H 2.604 2.546 -3.215
H 1.866 3.941 -1.832
C 4.247 -2.310 -2.671
O 3.424 -2.430 -1.777
N 4.794 -1.127 -3.003
N 4.680 -3.351 -3.405
H 5.473 -1.008 -3.736
H 4.495 -0.317 -2.475
H 4.293 -4.260 -3.188
H 5.357 -3.272 -4.146
*
```

Output
Kohn-Sham gap   6.499 eV

=====

ORCA calculation (the ωB97M-V functional and the def2-TZVPD basis) on 4 unconnected molecules or ions with the total composition C18H35BrF8N3O7P2.

ORCA input file:
```
! wB97M-V def2-TZVPD RIJCOSX def2/J DEFGRID3
* xyz -1 1
O 3.423 1.692 3.193
P 2.455 2.190 1.972
Br 1.209 3.667 3.198
C 1.285 0.729 1.839
C -0.002 1.191 1.133
C -0.695 -0.006 0.517
O -1.783 0.412 -0.345
C -3.018 -0.140 -0.049
C -3.730 0.638 1.052
F -3.888 1.922 0.667
F -3.029 0.658 2.212
C -5.143 0.139 1.418
F -5.939 0.277 0.335
F -5.627 0.928 2.405
C -5.304 -1.326 1.916
F -6.565 -1.426 2.413
F -5.195 -2.167 0.855
C -4.333 -1.774 3.027
F -3.132 -2.024 2.482
F -4.798 -2.923 3.549
C 1.016 0.009 3.171
O 2.012 -0.934 3.364
P 2.651 -1.634 1.865
O 2.017 -0.117 1.036
H 4.314 1.522 2.865
H 0.238 1.889 0.320
H -0.662 1.712 1.831
H 0.016 -0.569 -0.090
H -1.075 -0.680 1.288
H -2.956 -1.198 0.228
H -3.657 -0.051 -0.932
H -4.243 -1.024 3.815
H 0.989 0.722 4.003
H 0.028 -0.485 3.120
H 3.136 -2.792 2.539
H 1.324 -2.228 1.657
H 3.089 -2.079 0.585
H 3.895 -0.919 2.078
C 2.410 -0.816 -2.204
O 2.001 -1.915 -1.888
N 1.643 0.149 -2.758
C 2.149 1.468 -3.063
C 0.246 -0.147 -3.008
H 3.447 -0.491 -2.017
H 1.631 2.237 -2.490
H 2.036 1.697 -4.127
H 3.207 1.516 -2.810
H -0.272 -0.411 -2.086
H 0.140 -0.984 -3.700
H -0.224 0.738 -3.435
C 3.234 -5.810 1.640
O 4.330 -5.321 1.824
N 2.503 -5.655 0.516
C 1.187 -6.222 0.380
C 3.043 -4.839 -0.562
H 2.714 -6.414 2.405
H 1.133 -6.910 -0.469
H 0.434 -5.443 0.237
H 0.938 -6.775 1.286
H 3.977 -5.267 -0.932
H 3.237 -3.824 -0.223
H 2.314 -4.802 -1.369
C 0.723 5.154 -3.671
O 1.561 4.650 -2.951
N -0.366 5.808 -3.211
C -1.347 6.391 -4.094
C -0.544 5.904 -1.771
H 0.773 5.112 -4.773
H -1.428 7.470 -3.940
H -2.333 5.947 -3.941
H -1.048 6.214 -5.127
H 0.296 6.425 -1.311
H -0.606 4.914 -1.320
H -1.463 6.450 -1.570
*
```

Output
Kohn-Sham gap   6.560 eV

=====

ORCA calculation (the ωB97M-V functional and the def2-TZVPD basis) on a molecular structure, C18H35N8O9P2PdS.

ORCA input file:
```
! wB97M-V def2-TZVPD RIJCOSX def2/J DEFGRID3
* xyz 1 5
Pd 0.108 -0.460 0.290
O -2.545 -1.641 3.150
S -1.637 -1.190 2.158
O -0.224 -1.614 2.269
O -1.560 0.428 2.256
O -2.053 -1.368 0.730
C 3.292 -1.877 1.751
C 3.233 -0.571 1.048
N 2.159 0.001 0.540
C 2.540 1.181 -0.038
C 3.875 1.350 0.138
N 4.294 0.228 0.808
C 4.863 2.404 -0.206
O 4.382 3.525 -0.712
O 6.027 2.216 0.036
C 1.514 1.970 -0.754
O 1.764 3.112 -1.147
O 0.396 1.358 -0.915
H 2.290 -2.162 2.063
H 3.931 -1.822 2.631
H 3.684 -2.647 1.086
H 5.258 0.080 1.072
H 3.389 3.501 -0.766
C -4.706 2.719 -0.529
N -4.677 2.325 0.876
C -4.280 3.435 1.713
N -2.950 3.813 1.199
C -2.966 4.291 -0.201
N -3.391 3.160 -0.996
C -2.409 2.106 -1.058
P -2.100 1.294 0.715
C -3.913 1.106 1.107
C -1.860 2.981 1.544
H -5.422 3.530 -0.653
H -5.031 1.863 -1.116
H -4.207 3.133 2.756
H -4.968 4.269 1.603
H -1.966 4.616 -0.479
H -3.676 5.110 -0.287
H -1.433 2.452 -1.387
H -2.758 1.281 -1.677
H -4.034 0.764 2.134
H -4.278 0.321 0.441
H -0.931 3.385 1.136
H -1.791 2.830 2.620
C -0.849 -2.767 -4.539
N -0.695 -2.290 -3.169
C -1.808 -1.456 -2.742
P 0.301 -2.969 -2.048
O 0.738 -1.928 -1.036
N -0.370 -4.242 -1.284
C -0.488 -4.378 0.165
C -1.206 -5.165 -2.046
N 1.541 -3.537 -2.938
C 2.216 -4.808 -2.707
C 2.312 -2.595 -3.750
H -0.903 -1.914 -5.218
H -1.768 -3.351 -4.653
H -0.003 -3.383 -4.832
H -1.834 -0.538 -3.335
H -1.717 -1.192 -1.693
H -2.764 -1.977 -2.869
H 0.075 -3.599 0.667
H -0.100 -5.348 0.484
H -1.534 -4.303 0.468
H -1.026 -5.071 -3.115
H -2.268 -4.985 -1.854
H -0.975 -6.194 -1.764
H 1.686 -5.396 -1.963
H 3.234 -4.637 -2.348
H 2.273 -5.382 -3.634
H 1.805 -1.635 -3.816
H 2.446 -2.984 -4.762
H 3.297 -2.434 -3.305
*
```

Output
Energy above the lowest of the compared OMol25 structures with the same formula, charge and spin   7.0 kcal per mole
Kohn-Sham gap (spin up / spin down)   8.929 / 5.260 eV

=====

Copy entry 2 word for word.
ORCA calculation (the ωB97M-V functional and the def2-TZVPD basis) on 2 unconnected molecules or ions with the total composition C18H35BIN4O7.

ORCA input file:
```
! wB97M-V def2-TZVPD RIJCOSX def2/J DEFGRID3
* xyz 1 1
C 1.152 -4.104 1.316
C 2.046 -2.928 1.187
C 1.784 -1.499 0.462
C 0.242 -1.129 0.044
C -0.060 -2.111 -1.281
C -1.616 -2.154 -1.750
O -2.624 -1.380 -1.355
I -2.165 -3.751 -3.210
C -0.793 -1.366 1.283
N -1.425 -0.085 1.853
C -2.022 -0.492 3.187
N -3.336 0.242 3.518
C -0.310 0.926 1.922
B -0.530 2.177 2.960
O -1.045 3.522 2.665
O -0.215 1.895 4.405
C 0.151 1.313 0.406
C -0.680 2.502 -0.345
C -2.288 2.555 -0.150
C -3.157 1.791 -1.360
O -4.249 1.090 -0.672
C -5.224 0.504 -1.602
C 1.679 1.973 0.600
C 2.555 1.699 -0.927
C 2.192 2.861 -2.166
O 3.598 2.799 -1.314
O 0.264 0.214 -0.542
H 1.156 -5.001 0.547
H 0.353 -4.165 2.189
H 3.106 -3.044 1.729
H 2.324 -0.682 1.126
H 2.402 -1.515 -0.560
H 0.548 -1.585 -2.165
H 0.401 -3.178 -1.179
H -1.726 -2.064 1.021
H -0.305 -1.890 2.240
H -2.213 0.139 1.213
H -1.262 -0.500 4.084
H -2.356 -1.632 3.057
H -3.289 0.688 4.460
H -3.448 1.022 2.834
H 0.617 0.326 2.384
H -0.213 4.092 2.503
H 0.772 1.738 4.477
H -0.479 2.357 -1.514
H -0.274 3.602 -0.119
H -2.604 3.702 -0.267
H -2.704 2.231 0.895
H -2.490 1.129 -2.054
H -3.672 2.619 -2.047
H -6.305 0.743 -1.162
H -5.153 -0.681 -1.607
H -5.056 0.964 -2.663
H 2.303 1.464 1.439
H 1.667 3.131 0.739
H 2.745 0.511 -1.283
H 2.604 2.546 -3.215
H 1.866 3.941 -1.832
C 4.247 -2.310 -2.671
O 3.424 -2.430 -1.777
N 4.794 -1.127 -3.003
N 4.680 -3.351 -3.405
H 5.473 -1.008 -3.736
H 4.495 -0.317 -2.475
H 4.293 -4.260 -3.188
H 5.357 -3.272 -4.146
*
```

Output
Kohn-Sham gap   6.499 eV

=====

Question: What is the formula in the first record?
Answer: C18H34N9Pd

=====

Question: What is the formula in the third record?
Answer: C18H35BrF8N3O7P2